[1]
20
Properties=species:S:1:pos:R:3 method="wB97M-V/def2-TZVPD" e_homo_ev=-8.877 gap_ev=10.06 e_above_lowest_kj_mol=146.2 fmax_ev_per_a=0.2 mol_weight_da=86.2 multiplicity=1
C 2.517 -0.078 -0.506
C 1.097 -0.531 -0.716
C -0.027 0.159 -0.494
C -0.062 1.569 0.038
C -1.376 -0.452 -0.812
C -2.327 -0.535 0.386
H 2.610 0.715 0.242
H 3.146 -0.912 -0.177
H 2.951 0.299 -1.442
H 0.986 -1.536 -1.129
H 0.762 -0.808 2.858
H 0.696 -0.729 2.119
H -0.564 1.616 1.012
H 0.931 2.006 0.159
H -0.630 2.215 -0.646
H -1.228 -1.456 -1.228
H -1.858 0.140 -1.605
H -2.624 0.460 0.738
H -3.243 -1.073 0.120
H -1.857 -1.065 1.222

***

[2]
62
Properties=species:S:1:pos:R:3 method="wB97M-V/def2-TZVPD" e_homo_ev="-8.790 / -8.764" gap_ev="8.31 / 7.91" fmax_ev_per_a=2.5 mol_weight_da=658.7 multiplicity=2
Cu 0.637 0.524 -0.163
N 0.549 0.778 1.796
C -0.537 -0.105 2.298
C -0.570 -1.374 1.440
O -0.791 -2.450 1.972
O -0.380 -1.152 0.167
H 1.453 0.428 2.106
H 0.458 1.740 2.095
H -1.488 0.407 2.151
H -0.434 -0.364 3.345
N -2.416 0.353 -1.557
C -2.530 1.515 -0.905
C -3.670 1.736 -0.095
C -3.814 2.899 0.594
C -2.835 3.900 0.496
C -1.755 3.667 -0.292
N -1.580 2.501 -0.987
H -3.067 -0.378 -1.342
H -1.579 0.091 -2.047
H -4.417 0.952 -0.052
H -4.690 3.051 1.215
H -2.927 4.837 1.024
H -0.975 4.396 -0.409
C 5.685 -3.934 -0.617
C 4.971 -4.498 0.618
C 3.846 -3.622 1.178
C 2.586 -3.523 0.321
N 2.734 -2.820 -0.964
C 2.920 -1.510 -1.167
S 3.016 -0.386 0.123
N 3.002 -1.119 -2.444
C 3.311 0.236 -2.919
C 4.814 0.482 -3.017
C 5.558 -0.462 -3.961
C 5.113 -0.351 -5.420
H 6.563 -4.537 -0.864
H 6.022 -2.907 -0.435
H 5.039 -3.919 -1.497
H 5.713 -4.619 1.412
H 4.585 -5.499 0.395
H 4.227 -2.621 1.369
H 3.524 -4.035 2.140
H 1.785 -3.048 0.883
H 2.257 -4.530 0.063
H 2.631 -3.389 -1.788
H 2.869 -1.822 -3.152
H 2.876 0.952 -2.237
H 2.814 0.367 -3.879
H 5.234 0.405 -2.009
H 4.951 1.518 -3.346
H 5.448 -1.494 -3.611
H 6.625 -0.233 -3.901
H 4.060 -0.619 -5.551
H 5.703 -1.008 -6.062
H 5.236 0.674 -5.781
F 0.764 2.704 -0.266
Te 0.264 2.371 -2.244
F -0.042 4.189 -2.423
F 0.956 2.274 -3.995
F 2.062 2.943 -2.120
F -1.247 2.180 -3.367
O 0.529 0.575 -2.011

***

[3]
72
Properties=species:S:1:pos:R:3 method="wB97M-V/def2-TZVPD" e_homo_ev=-2.420 gap_ev=6.24 charge=-2 e_above_lowest_kj_mol=206.6 fmax_ev_per_a=0.9 mol_weight_da=925.4 multiplicity=1
Pb -1.769 1.422 0.875
S -0.218 1.364 3.310
C 1.332 1.844 2.798
C 2.357 1.955 3.712
C 3.683 2.358 3.369
C 4.657 2.375 4.443
N 5.414 2.369 5.308
C 4.075 2.720 2.121
C 3.091 2.627 0.996
C 1.638 2.125 1.329
S 0.379 3.145 0.477
C 5.411 3.114 1.816
N 6.482 3.418 1.511
H 2.146 1.733 4.748
H 3.111 3.506 0.352
C -3.198 -3.826 1.251
P -1.722 -2.770 1.579
C -2.198 -2.115 3.233
C -0.624 -4.166 2.190
C 0.704 -3.681 2.805
P 1.348 -2.092 2.075
C 3.041 -2.202 2.815
C 1.761 -2.685 0.378
H -3.334 -4.565 2.048
H -3.070 -4.350 0.301
H -4.088 -3.198 1.175
H -2.457 -2.930 3.916
H -3.053 -1.454 3.096
H -1.371 -1.535 3.649
H -0.416 -4.778 1.305
H -1.160 -4.799 2.906
H 1.479 -4.453 2.733
H 0.552 -3.464 3.867
H 3.536 -3.147 2.571
H 2.950 -2.117 3.899
H 3.660 -1.370 2.470
H 2.254 -3.663 0.396
H 2.413 -1.952 -0.103
H 0.838 -2.751 -0.200
C 4.163 0.624 -0.552
C 3.129 1.293 0.290
N 1.966 0.858 0.593
H 5.018 1.279 -0.715
H 3.717 0.360 -1.513
H 4.510 -0.297 -0.078
C -0.608 -0.002 -3.665
Te -0.018 1.119 -1.884
C -1.058 2.728 -2.850
C -1.430 2.291 -4.240
C -2.031 3.186 -5.126
C -2.372 2.796 -6.410
C -2.100 1.499 -6.832
C -1.511 0.604 -5.955
C -1.184 0.980 -4.651
H -1.353 -0.756 -3.405
H 0.255 -0.521 -4.083
H -0.400 3.595 -2.861
H -1.938 2.994 -2.266
H -2.238 4.196 -4.791
H -2.854 3.499 -7.080
H -2.361 1.185 -7.836
H -1.303 -0.411 -6.276
O -3.200 3.463 1.684
N -3.533 3.920 0.578
O -3.079 3.294 -0.409
C -3.795 -0.733 -1.655
C -4.247 -0.962 -0.210
O -5.422 -1.297 0.001
O -3.335 -0.800 0.666
H -4.479 -1.207 -2.357
H -2.786 -1.131 -1.774
H -3.762 0.343 -1.857